ORCA calculation (ωB97M-V/def2-TZVPD) on a 3-piece molecular cluster, C4H15N2O2 overall.

## Properties
- calculated total energy (eV) = -11460.7510
- HOMO level (eV) = -14.7
- 2S+1 = 1
- energy relative to the best compared isomer or geometry (same formula, charge and spin) (kJ/mol) = 48.9
- net charge = +1
- lowest unoccupied orbital energy (eV) = -3.07

Last columns: bonded neighbours and bond lengths (Å).
Geometry (Å):
1 C -1.040 -1.990 -2.045  C2 1.550, H7 1.090, H8 1.074, H9 1.088
2 C -0.914 -0.456 -1.867  C1 1.550, C3 1.553, H10 1.085, H11 1.086
3 C -2.053 0.097 -0.967  C2 1.553, N4 1.463, H12 1.087, H13 1.087
4 N -1.652 0.578 0.355  C3 1.463, C5 1.303, H14 1.011
5 C -0.460 0.987 0.687  N4 1.303, N6 1.313, H15 1.071
6 N -0.198 1.546 1.846  C5 1.313, H16 1.000, H17 1.005
7 H -1.409 -2.464 -1.135  C1 1.090
8 H -1.667 -2.250 -2.878  C1 1.074
9 H -0.068 -2.431 -2.258  C1 1.088
10 H 0.109 -0.311 -1.538  C2 1.085
11 H -1.058 0.006 -2.840  C2 1.086
12 H -2.607 0.853 -1.516  C3 1.087
13 H -2.741 -0.734 -0.835  C3 1.087
14 H -2.351 0.555 1.086  N4 1.011
15 H 0.351 0.865 -0.002  C5 1.071
16 H 0.748 1.554 2.171  N6 1.000
17 H -0.897 1.770 2.533  N6 1.005
18 H 3.128 0.388 0.925  O20 0.965
19 H 3.235 1.943 0.863  O20 0.961
20 O 3.016 1.202 1.433  H18 0.965, H19 0.961
21 H 2.616 -2.132 -0.254  O23 0.971
22 H 2.090 -1.969 1.156  O23 0.967
23 O 2.100 -1.523 0.297  H21 0.971, H22 0.967